C29H23NO2S in the gas phase at a distorted geometry, computed with the ωB97M-V functional and the def2-TZVPD basis.

## Properties
Orbital gap: 0.322 hartree
Highest occupied orbital energy: -8.63 eV
SMILES: N#Cc1ccc([C@@H]([C@H](/C=C/c2ccccc2)c2ccccc2)S(=O)(=O)c2ccccc2)cc1
Calculated total energy: -1722.2605 hartree

Last column: Löwdin charge in e.
Positions of all 56 atoms, in Å:
H (4.46, 0.76, -2.95)  0.111
O (2.66, 2.04, 0.43)  -0.302
H (0.31, 3.23, 1.58)  0.116
C (-4.08, 3.30, 2.98)  -0.173
H (4.72, -1.73, -3.13)  0.103
H (-6.75, -1.85, -2.98)  0.100
N (-5.03, 3.86, 3.37)  0.149
C (4.98, -2.20, 2.48)  -0.072
C (-0.95, -0.24, -1.21)  -0.046
H (-1.92, -0.48, 1.45)  0.129
C (4.43, -1.44, 3.52)  -0.071
H (-2.22, 1.47, -1.24)  0.130
H (3.55, -0.57, -0.15)  0.072
H (3.17, 0.24, 4.03)  0.112
C (3.77, -0.87, 0.87)  -0.058
O (1.80, 1.75, 2.80)  -0.318
H (4.71, -1.64, 4.55)  0.107
H (5.68, -3.00, 2.71)  0.107
C (-0.61, 2.66, 1.72)  -0.019
C (-2.93, 2.62, 2.46)  -0.235
C (3.82, -1.31, -2.70)  -0.092
C (2.55, 0.61, -1.99)  -0.061
C (3.18, -0.15, 1.91)  -0.251
C (-2.14, 0.38, -1.39)  -0.051
C (-3.38, -0.27, -1.79)  -0.219
C (-5.72, -0.03, -2.41)  -0.085
H (0.49, -0.46, 1.16)  0.139
H (-4.77, -3.29, -2.60)  0.102
C (-1.72, 3.29, 2.28)  -0.009
H (-4.44, 1.61, -1.82)  0.113
H (-0.86, -1.28, -1.53)  0.089
C (-5.82, -1.41, -2.64)  -0.087
C (1.55, -0.23, -1.47)  -0.199
C (0.33, 0.43, -0.78)  -0.235
H (2.81, -3.21, -2.51)  0.106
H (2.38, 1.69, -1.94)  0.115
H (-6.59, 0.61, -2.57)  0.103
H (-2.60, -2.30, -1.85)  0.102
C (1.64, -1.61, -1.69)  -0.039
H (-3.95, 0.73, 2.25)  0.125
H (-1.61, 4.33, 2.60)  0.124
H (0.81, -2.27, -1.41)  0.111
C (-3.01, 1.27, 2.12)  -0.017
C (3.55, -0.39, 3.23)  -0.051
C (-4.69, -2.22, -2.43)  -0.085
C (0.46, 0.55, 0.74)  -0.215
C (3.69, 0.08, -2.58)  -0.068
H (0.29, 1.47, -1.16)  0.153
H (5.09, -2.46, 0.32)  0.108
C (2.77, -2.14, -2.31)  -0.082
C (-0.70, 1.30, 1.38)  -0.211
C (-1.88, 0.60, 1.65)  -0.025
C (-4.53, 0.53, -1.99)  -0.041
S (2.07, 1.22, 1.48)  0.776
C (-3.48, -1.67, -2.00)  -0.027
C (4.65, -1.91, 1.15)  -0.059


A molecular structure, C21H48FN2O5Pd at a distorted geometry, computed with the ωB97M-V functional and the def2-TZVPD basis.

## Properties
2S+1: 3
Orbital gap (spin up / spin down): 0.221 / 0.209 hartree
Highest occupied orbital energy (spin up / spin down): -3.42 / -3.38 eV
Charge: -1
Calculated total energy: -1542.2715 hartree

Last column: Löwdin charge in e.
Positions of all 78 atoms, in Å:
H (1.31, 6.30, 1.13)  0.069
H (0.77, 2.44, -2.28)  0.077
H (-2.75, -0.60, -1.18)  0.074
C (1.08, 1.88, -3.16)  -0.031
N (-0.59, 0.03, -2.82)  -0.103
H (4.33, 1.76, 3.61)  0.074
O (4.09, 1.55, -0.75)  -0.142
O (1.83, 4.62, -0.05)  -0.142
C (-2.02, -0.78, 4.18)  -0.050
O (0.25, -0.68, -2.10)  -0.110
C (-1.07, -3.16, 2.16)  -0.504
C (-2.86, 0.36, -3.63)  -0.158
H (-2.29, 0.67, -5.69)  0.096
H (2.00, 1.35, -2.96)  0.086
H (1.32, -1.25, 3.67)  0.107
H (-0.74, 2.43, -5.26)  0.115
H (-3.13, 2.04, -4.96)  0.107
H (-3.17, -3.28, 2.52)  0.087
H (-2.34, -3.58, 4.01)  0.049
C (-1.65, -1.82, -4.26)  -0.012
H (-2.86, -0.40, 3.60)  0.079
C (0.04, 0.95, -3.82)  -0.466
H (2.63, 1.31, 3.72)  0.054
H (-2.34, -2.64, -4.05)  0.077
C (-1.06, 1.91, -4.35)  -0.146
Pd (-0.09, 0.24, 0.06)  0.710
H (1.05, -3.49, 2.25)  0.114
H (1.21, 2.69, -3.88)  0.084
C (-1.03, -3.76, 0.76)  -0.046
C (1.10, 5.24, 1.02)  -0.164
F (1.41, 1.78, 0.33)  -0.542
H (1.70, 3.67, 0.10)  0.010
H (-1.90, -3.39, 0.21)  0.060
H (0.65, 0.40, 2.35)  0.040
H (-0.03, -0.21, -5.66)  0.063
C (4.88, 2.51, -0.07)  -0.173
H (3.48, 0.83, 2.28)  0.081
H (0.02, 5.07, 0.89)  0.070
H (-0.69, -2.33, -4.14)  0.085
H (1.28, 0.91, -5.55)  0.086
H (3.18, 1.65, -0.44)  0.020
H (-2.32, -4.81, 2.81)  0.074
H (-1.16, -4.84, 0.77)  0.078
H (5.15, 2.13, 0.91)  0.060
H (0.21, 1.03, 3.95)  0.084
H (0.12, -4.79, 2.95)  0.110
H (4.26, 3.40, 0.04)  0.066
C (-2.27, -3.72, 2.94)  -0.051
N (-0.95, -1.69, 2.11)  -0.176
H (-0.91, 1.12, 2.55)  0.071
C (-0.74, -0.91, 3.32)  -0.498
C (0.38, -3.07, 4.27)  -0.194
H (-3.79, -0.12, -3.93)  0.120
H (1.29, 4.71, 1.96)  0.063
H (-2.37, -1.67, 4.70)  0.054
H (0.33, -1.21, 5.24)  0.114
C (0.71, 0.18, -4.97)  -0.022
C (-0.17, 0.51, 3.07)  -0.073
C (-2.51, -1.31, -1.98)  -0.061
H (2.43, 2.63, 1.68)  0.013
H (-1.23, 2.74, -3.67)  0.122
H (-3.48, -1.72, -2.28)  0.085
H (-1.74, -1.47, -5.29)  0.062
H (-0.13, -3.47, 0.21)  0.088
C (0.20, -3.70, 2.90)  -0.151
H (-1.92, -0.07, 5.00)  0.072
C (3.42, 1.62, 3.03)  -0.171
H (-2.00, -2.15, -1.51)  0.063
O (-1.67, -1.02, 1.10)  -0.319
H (-3.12, 1.06, -2.83)  0.125
H (-0.53, -3.27, 4.86)  0.087
C (-2.38, 1.26, -4.78)  -0.180
O (3.01, 2.84, 2.42)  -0.154
H (5.76, 2.85, -0.63)  0.069
C (-1.84, -0.68, -3.20)  -0.469
H (1.15, -3.47, 4.93)  0.102
C (0.40, -1.53, 4.20)  -0.132
H (1.41, -0.59, -4.65)  0.091


C4H5N in the gas phase at a distorted geometry, computed with the ωB97M-V functional and the def2-TZVPD basis.

## Properties
Orbital gap: 0.352 hartree
Highest occupied orbital energy: -9.26 eV
SMILES: C#C[C@H]1CN1
Calculated total energy: -209.9874 hartree

Last column: Löwdin charge in e.
Positions of all 10 atoms, in Å:
C (-0.66, 1.28, -0.18)  -0.060
C (-0.44, -0.19, 0.06)  -0.402
H (0.64, -0.42, -1.76)  0.110
C (-0.04, 1.91, 0.65)  0.130
H (-1.21, -0.59, 0.71)  0.131
H (-0.12, -1.99, -1.15)  0.096
C (0.25, -1.00, -0.93)  -0.165
H (1.67, -0.13, 0.30)  0.087
N (0.87, -0.76, 0.38)  0.014
H (0.51, 2.20, 1.52)  0.059


2 unconnected molecules or ions with the total composition C2H9NS at a distorted geometry, computed with the ωB97M-V functional and the def2-TZVPD basis.

## Properties
2S+1: 2
Orbital gap (spin up / spin down): 0.315 / 0.102 hartree
Highest occupied orbital energy (spin up / spin down): -12.91 / -12.92 eV
Charge: +1
Calculated total energy: -534.1103 hartree

Last column: Löwdin charge in e.
Positions of all 13 atoms, in Å:
C (1.64, 1.27, 1.24)  -0.164
H (-0.15, 1.66, 0.18)  0.110
S (-1.86, -1.65, -0.19)  1.137
H (1.13, 1.83, -1.71)  0.060
H (-2.46, -1.42, 0.95)  -0.090
H (2.41, 0.41, 1.27)  0.093
H (-0.91, -0.82, 0.15)  -0.155
H (1.02, 0.28, -1.92)  0.081
N (0.63, 0.95, 0.18)  -0.216
C (1.42, 1.01, -1.13)  -0.118
H (2.40, 0.59, -0.93)  0.073
H (2.44, 2.14, 0.98)  0.128
H (1.16, 1.46, 2.20)  0.060


C4H5N3 in the gas phase, computed with the ωB97M-V functional and the def2-TZVPD basis.

## Properties
Orbital gap: 0.356 hartree
Highest occupied orbital energy: -8.82 eV
SMILES: Nc1cncnc1
Calculated total energy: -319.6875 hartree

Last column: Löwdin charge in e.
Positions of all 12 atoms, in Å:
N (0.62, 1.70, 0.47)  0.055
H (-1.53, -1.40, 0.63)  0.112
C (0.17, -0.49, -0.39)  -0.282
H (-0.55, 2.37, 1.98)  0.102
C (-0.88, -0.53, 0.54)  -0.102
C (-0.38, 1.53, 1.32)  -0.239
H (0.96, -1.47, -2.03)  0.088
H (1.76, 1.00, -1.00)  0.112
H (-0.35, -2.25, -1.35)  0.092
N (-1.16, 0.45, 1.39)  0.070
N (0.43, -1.61, -1.19)  0.084
C (0.91, 0.71, -0.37)  -0.092


2 unconnected molecules or ions with the total composition C4H10O3 at a distorted geometry, computed with the ωB97M-V functional and the def2-TZVPD basis.

## Properties
Orbital gap: 0.382 hartree
Highest occupied orbital energy: -9.67 eV
SMILES: O=CCCCO.O
Calculated total energy: -384.0853 hartree

Last column: Löwdin charge in e.
Positions of all 17 atoms, in Å:
C (0.48, -1.09, 0.59)  -0.159
C (0.10, 0.11, 1.42)  -0.251
H (-0.30, -1.25, -0.15)  0.128
H (2.35, 1.40, -0.03)  0.076
C (1.89, -1.27, 0.07)  -0.182
H (2.00, -2.24, -0.40)  0.106
H (2.15, -0.60, -1.93)  0.110
H (-5.87, 2.18, -1.32)  0.031
H (2.61, -1.39, 0.90)  0.115
C (2.46, -0.27, -0.95)  -0.258
H (0.24, -1.94, 1.25)  0.112
O (2.04, 1.10, -0.89)  -0.078
O (0.52, 1.23, 1.32)  0.058
H (-0.79, -0.03, 2.03)  0.111
H (3.55, -0.29, -0.93)  0.111
H (-6.67, 2.29, -0.03)  0.030
O (-6.76, 2.06, -0.96)  -0.061


C3H7NS3 in the gas phase at a distorted geometry, computed with the ωB97M-V functional and the def2-TZVPD basis.

## Properties
Orbital gap: 0.335 hartree
Highest occupied orbital energy: -8.69 eV
SMILES: S=CN(S)CCS
Calculated total energy: -1367.7964 hartree

Last column: Löwdin charge in e.
Positions of all 14 atoms, in Å:
H (2.37, -0.35, -0.19)  0.040
H (-1.02, 1.15, 1.47)  0.037
H (-0.46, 2.18, -0.76)  -0.144
H (-0.77, -1.25, 1.55)  0.125
C (-1.56, 0.58, 0.71)  -0.551
S (0.46, -1.35, -1.76)  0.807
H (-2.61, 0.42, 1.05)  0.088
H (-0.12, -0.28, -2.41)  -0.128
S (-1.64, 1.58, -0.82)  0.702
N (0.37, -0.73, -0.17)  -0.591
C (1.50, -0.30, 0.44)  -0.754
H (-1.53, -1.40, -0.07)  0.077
S (1.64, 0.26, 1.98)  0.626
C (-0.91, -0.78, 0.53)  -0.334


A molecular structure, C3H3N3 at a distorted geometry, computed with the ωB97M-V functional and the def2-TZVPD basis.

## Properties
Orbital gap: 0.351 hartree
Highest occupied orbital energy: -10.53 eV
Calculated total energy: -280.2749 hartree

Last column: Löwdin charge in e.
Positions of all 9 atoms, in Å:
N (1.35, 0.83, -0.02)  0.105
C (1.37, -0.77, -0.12)  -0.110
N (-1.90, -0.36, -0.05)  0.214
H (2.24, -1.34, -0.10)  0.086
H (-2.29, 0.44, -0.13)  -0.049
C (0.08, 0.98, 0.11)  -0.147
N (0.32, -1.43, 0.17)  0.138
H (-0.58, 1.99, 0.15)  0.165
C (-0.59, -0.33, -0.03)  -0.402